Entry 1:
Below is a cluster of 18 separate species, C56H158N10O18 in total at a distorted geometry, with properties calculated with ωB97M-V/def2-TZVPD.

Summary:
frontier orbital gap = 8.4 eV
molar mass = 1259.93 g/mol
E_LUMO = 0.20 eV

Geometry (Å):
1 O -5.935 -1.827 -0.331
2 O -0.600 5.908 -4.745
3 O -6.488 5.630 -4.978
4 O -1.811 1.882 2.907
5 O -0.216 3.798 1.381
6 O 0.815 -1.641 -1.334
7 O 4.842 4.110 -1.222
8 O 7.468 4.959 3.562
9 O -1.335 0.731 -5.775
10 O -5.296 -4.506 0.621
11 O -4.396 -1.612 6.935
12 O -1.719 -6.923 -5.735
13 O 3.615 -5.229 -3.317
14 O 0.975 4.765 5.203
15 O 3.907 2.902 -3.592
16 O 1.699 -5.606 1.997
17 O 5.714 -5.702 0.761
18 O 4.186 -2.089 5.642
19 N -6.117 3.160 -3.506
20 N 4.030 4.796 5.134
21 N -0.749 9.216 -3.250
22 N 1.523 -2.630 5.840
23 N 0.504 -7.290 -4.024
24 N 1.671 5.653 2.403
25 N -1.084 -1.043 1.720
26 N -7.973 -1.359 -3.294
27 N 5.232 -3.895 -1.214
28 N 0.949 -9.171 2.178
29 C 0.847 -0.303 5.718
30 C -2.838 -4.833 0.768
31 C 5.167 3.735 0.167
32 C 4.803 -3.557 0.102
33 C -0.037 -1.245 -2.452
34 C 8.310 5.070 4.701
35 C 4.524 2.281 0.384
36 C 3.324 -1.044 6.049
37 C -3.188 -5.144 -6.264
38 C 1.209 -8.017 1.411
39 C -3.680 3.677 -3.322
40 C 2.066 1.370 -4.302
41 C -3.687 -1.763 5.711
42 C 1.317 -6.090 -3.895
43 C 2.727 -6.400 -3.209
44 C -6.240 -1.698 -1.640
45 C -0.534 -1.410 -6.152
46 C 1.006 6.337 3.469
47 C 0.125 5.486 4.397
48 C 5.380 4.380 4.772
49 C 0.331 4.996 -4.086
50 C 4.154 -5.036 -4.604
51 C 1.511 -6.891 2.483
52 C -5.127 4.204 -3.554
53 C -4.719 -1.201 4.667
54 C -7.751 -1.542 -1.888
55 C -3.935 2.293 1.921
56 C -0.068 -7.479 0.693
57 C 4.593 -4.848 0.858
58 C -2.127 7.357 -2.554
59 C -2.880 -6.287 -5.305
60 C 0.420 -5.234 -2.894
61 C 6.121 5.380 3.886
62 C 0.121 7.541 2.931
63 C -6.763 6.486 -6.038
64 C -4.091 -4.259 1.430
65 C 3.177 1.716 -3.177
66 C -1.264 3.263 -0.744
67 C -0.650 -0.718 0.410
68 C 0.349 0.537 0.612
69 C 0.431 4.276 6.431
70 C -3.138 2.093 3.229
71 C 3.512 -2.759 -0.074
72 C -0.449 7.273 -4.511
73 C 5.126 3.054 4.120
74 C 5.512 -6.935 1.389
75 C 5.450 -2.118 6.433
76 C -1.028 -0.113 -6.865
77 C 0.125 -1.914 -0.209
78 C -0.220 4.004 -0.033
79 C -0.773 7.816 -3.072
80 C -5.110 -0.851 0.314
81 C 1.725 -4.623 3.038
82 C -5.114 5.182 -4.759
83 C -8.574 -2.806 -1.496
84 C 1.898 -1.312 5.394
85 H 2.391 5.132 2.883
86 H -5.665 -1.666 4.944
87 H -0.470 4.826 3.766
88 H -0.287 0.358 -7.511
89 H 1.207 0.722 5.627
90 H -3.804 1.395 1.318
91 H 0.639 -1.070 -3.289
92 H 4.285 -4.600 1.873
93 H -3.852 -0.980 7.410
94 H -6.118 7.356 -6.162
95 H -0.116 1.408 1.075
96 H 3.685 -0.059 5.754
97 H 2.040 -3.621 2.745
98 H 5.664 5.602 2.921
99 H -5.233 -0.728 1.390
100 H -4.459 -1.377 3.623
101 H -5.758 -0.874 -2.166
102 H -4.431 6.029 -4.688
103 H 9.382 5.013 4.513
104 H -7.015 3.571 -3.721
105 H 0.460 7.530 -5.055
106 H 3.833 -1.842 -0.568
107 H -2.605 -5.927 -4.313
108 H -2.827 -4.595 -0.295
109 H 5.056 5.038 -1.345
110 H 2.354 -7.250 3.073
111 H -1.304 -1.664 -5.423
112 H 8.324 6.055 5.167
113 H -1.882 -7.163 -6.650
114 H 1.804 -9.499 2.604
115 H -0.882 2.688 -1.587
116 H 1.874 0.303 -4.190
117 H -3.673 -7.031 -5.363
118 H -0.183 3.402 6.214
119 H 4.364 3.132 3.343
120 H 0.799 -2.374 0.513
121 H 1.161 3.836 7.109
122 H -0.376 -1.276 2.402
123 H -0.438 -7.089 -4.328
124 H -5.215 0.156 -0.088
125 H -4.107 -3.239 1.814
126 H -5.393 -3.782 -0.002
127 H 1.165 -2.472 6.771
128 H 2.629 -6.508 -2.129
129 H -9.601 -2.859 -1.858
130 H 3.245 -1.043 7.136
131 H -3.524 -2.813 5.466
132 H 0.103 -0.294 4.921
133 H -0.705 -0.417 -2.217
134 H 6.094 2.782 3.699
135 H 1.226 0.225 1.179
136 H 4.627 -7.444 1.007
137 H 1.698 6.828 4.154
138 H -1.793 2.624 -0.038
139 H 0.759 -4.540 3.535
140 H 6.214 3.832 0.454
141 H -3.312 -5.478 -7.295
142 H -0.028 8.142 3.829
143 H -0.052 7.462 -2.334
144 H 6.142 6.359 4.364
145 H 4.664 1.891 1.392
146 H 3.699 4.438 6.018
147 H -0.611 -5.101 -3.220
148 H 2.765 2.005 -2.210
149 H 2.310 -3.253 5.952
150 H 2.361 1.586 -5.329
151 H 4.322 3.157 -2.765
152 H 2.072 -1.308 4.318
153 H 0.898 -7.958 -4.671
154 H 0.632 8.158 2.192
155 H -1.209 9.462 -4.115
156 H 3.472 2.142 0.133
157 H 0.684 -9.940 1.579
158 H -3.113 3.229 -4.139
159 H -3.754 2.800 -2.679
160 H 5.439 -2.640 7.390
161 H -3.096 2.995 3.840
162 H -1.963 3.980 -1.174
163 H 1.206 1.955 -3.976
164 H 0.142 3.977 -4.422
165 H -5.455 4.856 -2.744
166 H -3.363 1.179 3.778
167 H -0.794 7.132 2.502
168 H -4.790 4.651 -5.655
169 H -1.544 -0.447 -0.151
170 H 3.345 -4.929 -5.327
171 H 5.660 -1.078 6.685
172 H 5.115 1.621 -0.252
173 H -6.747 5.940 -6.981
174 H -5.865 -2.599 -2.125
175 H -0.279 5.092 -0.071
176 H -0.522 6.141 4.980
177 H 1.986 -8.269 0.689
178 H -0.203 -7.956 -0.278
179 H 0.402 -1.223 -5.626
180 H -3.684 3.158 1.306
181 H -0.630 -2.138 -2.651
182 H -0.036 -6.425 0.418
183 H 4.629 4.433 0.808
184 H -8.421 -2.893 -0.421
185 H 3.096 -2.290 0.818
186 H -2.404 -4.388 -6.303
187 H 0.580 4.140 1.793
188 H 2.494 -4.835 3.781
189 H -2.042 -4.412 1.382
190 H 0.649 -6.923 3.150
191 H -4.068 -1.067 0.075
192 H -0.897 -7.519 1.400
193 H -4.085 -4.630 -5.918
194 H 2.134 6.351 1.839
195 H 0.778 3.597 -0.194
196 H 0.426 -5.752 -1.935
197 H 0.156 4.967 -3.011
198 H -2.918 7.470 -3.295
199 H -1.223 7.680 -5.162
200 H 4.394 -4.121 -1.731
201 H -4.281 -4.812 2.350
202 H -2.927 -5.909 0.917
203 H -6.072 2.600 -4.345
204 H 4.841 -5.851 -4.828
205 H -2.067 6.302 -2.285
206 H 5.532 -3.020 0.709
207 H -8.070 -3.709 -1.839
208 H 1.385 5.199 -4.277
209 H 4.875 -4.220 -4.566
210 H -4.996 2.414 2.139
211 H 8.130 4.269 5.417
212 H 3.744 -5.408 0.466
213 H 5.912 4.204 5.707
214 H -0.634 -2.681 -0.359
215 H 0.199 9.477 -3.479
216 H 6.217 -2.470 5.744
217 H 5.819 -4.716 -1.187
218 H -0.657 1.399 -5.649
219 H 3.365 4.462 4.452
220 H -0.384 -2.282 -6.789
221 H 0.034 5.136 6.971
222 H -8.055 -0.653 -1.336
223 H -7.812 6.778 -6.086
224 H 6.267 -7.713 1.271
225 H -2.388 7.951 -1.677
226 H -7.257 -0.767 -3.689
227 H -1.557 2.720 2.513
228 H 3.675 0.763 -3.005
229 H -7.886 -2.286 -3.684
230 H 0.800 -4.225 -2.736
231 H 1.447 -5.584 -4.851
232 H 3.147 -7.357 -3.520
233 H 2.775 -3.252 -0.707
234 H -4.755 -0.138 4.906
235 H -2.792 -1.158 5.563
236 H 0.413 -0.345 6.717
237 H 5.363 -6.863 2.466
238 H 4.819 2.172 4.682
239 H -1.466 -0.173 2.065
240 H -3.072 4.501 -2.948
241 H 0.671 0.916 -0.358
242 H -2.005 -0.360 -7.281

Atom charges from the Mulliken analysis, given in e for atoms 1 to 2: O -0.3403; O -0.3050

---

Entry 2:
Below is a cluster of 2 separate species, C4H12NO in total at a distorted geometry, with properties calculated with ωB97M-V/def2-TZVPD.

Summary:
frontier orbital gap (spin up / spin down) = 3.1 / 8.1 eV
⟨S²⟩ = 0.753
spin multiplicity = 2
molar mass = 90.15 g/mol
E_LUMO (spin up / spin down) = 0.32 / 0.17 eV

Geometry (Å):
1 O 1.424 1.611 1.607
2 N 0.469 -0.711 0.161
3 C -0.654 -1.177 -0.802
4 C 0.302 2.417 1.286
5 C -1.909 -1.083 -0.356
6 C -0.120 -1.616 -2.159
7 H -2.179 -0.745 0.661
8 H 0.448 -2.536 -2.010
9 H 1.053 0.077 -0.203
10 H 1.121 -1.536 0.342
11 H -0.515 2.298 2.030
12 H 2.176 2.004 1.126
13 H -2.760 -1.400 -1.001
14 H -0.977 -1.797 -2.851
15 H 0.539 -0.903 -2.620
16 H 0.626 3.487 1.378
17 H 0.183 -0.308 1.071
18 H -0.103 2.200 0.283

Atom charges from the Mulliken analysis, given in e for atoms 1 to 2: O -0.5631; N -0.3885

---

Entry 3:
Below is a structure of composition CH2ClI at a distorted geometry, with properties calculated with ωB97M-V/def2-TZVPD.

Summary:
frontier orbital gap (spin up / spin down) = 8.2 / 8.4 eV
molar mass = 176.38 g/mol
E_LUMO (spin up / spin down) = -0.60 / -0.66 eV

Geometry (Å):
1 I -0.572 -1.753 0.637
2 Cl 0.355 1.304 1.153
3 C 0.341 0.069 0.026
4 H -1.189 0.632 -1.053
5 H 1.065 -0.251 -0.762

Atom charges from the Mulliken analysis, given in e for atoms 1 to 2: I 0.1026; Cl -0.0488

---

Entry 4:
Below is a structure of composition C15H20FMnNO2Si, with properties calculated with ωB97M-V/def2-TZVPD.

Summary:
net charge = +2
frontier orbital gap (spin up / spin down) = 7.0 / 7.7 eV
⟨S²⟩ = 0.791
spin multiplicity = 2
molar mass = 348.35 g/mol
E_LUMO (spin up / spin down) = -9.07 / -8.45 eV

Geometry (Å):
1 Mn -0.014 0.166 -0.150
2 Si 0.706 -2.990 -0.514
3 F -5.318 0.993 2.053
4 O 1.468 0.331 1.032
5 O 0.164 -1.342 -0.793
6 N 0.640 1.877 -0.770
7 C 0.032 2.609 -1.726
8 C 2.088 -2.789 0.716
9 C -0.779 -3.813 0.197
10 C 1.732 2.360 -0.147
11 C 0.510 3.842 -2.101
12 C -4.100 0.795 1.612
13 C 1.645 4.338 -1.469
14 C 2.327 1.496 0.923
15 C -1.586 0.395 0.703
16 C -3.929 0.550 0.249
17 C 1.250 -3.592 -2.162
18 C -1.768 0.619 2.078
19 C -2.651 0.331 -0.220
20 C -3.051 0.833 2.533
21 C 2.261 3.593 -0.476
22 H -1.636 -3.711 -0.470
23 H -4.792 0.518 -0.402
24 H 3.329 1.168 0.644
25 H 2.877 -2.134 0.337
26 H 2.358 2.003 1.887
27 H 1.909 -2.875 -2.653
28 H 1.713 -2.442 1.686
29 H -2.506 0.106 -1.273
30 H -0.938 0.639 2.770
31 H -0.849 2.177 -2.182
32 H 0.394 -3.783 -2.811
33 H 2.044 5.305 -1.745
34 H 0.003 4.402 -2.874
35 H 3.138 3.963 0.037
36 H -3.258 1.022 3.578
37 H 1.800 -4.529 -2.055
38 H -0.591 -4.882 0.323
39 H 1.858 -0.394 1.544
40 H 2.562 -3.752 0.918
41 H -1.040 -3.403 1.174

Atom charges from the Mulliken analysis, given in e for atoms 1 to 2: Mn 0.5611; Si 0.0255

---

Entry 5:
Below is a structure of composition C45H54F5N7OPtSi at a distorted geometry, with properties calculated with ωB97M-V/def2-TZVPD.

Summary:
frontier orbital gap = 6.8 eV
molar mass = 1027.13 g/mol
E_LUMO = 0.00 eV

Geometry (Å):
1 Pt 0.259 0.158 -0.217
2 Si 1.188 -1.925 -2.344
3 F 3.670 1.971 6.849
4 F 4.507 -0.750 3.088
5 F 1.497 3.045 5.561
6 F 5.153 0.075 5.555
7 F 0.824 2.254 3.098
8 O 2.267 0.281 1.805
9 N 2.186 3.107 0.207
10 N -1.706 0.365 3.797
11 N 0.332 4.356 0.668
12 N 0.062 2.188 -0.225
13 N -0.179 -1.168 3.062
14 N -1.330 -1.796 -1.278
15 N -1.087 0.329 1.501
16 C 2.243 2.103 4.954
17 C -3.637 -3.176 -1.951
18 C 3.256 -2.851 -6.449
19 C 2.033 -2.195 -6.408
20 C -3.508 -1.753 -2.517
21 C 2.060 -2.880 -0.986
22 C 1.876 -4.263 -0.866
23 C -2.399 1.860 0.031
24 C 3.741 0.195 3.674
25 C 2.559 -5.001 0.087
26 C 3.241 -3.007 -4.050
27 C 2.614 0.689 2.958
28 C -3.279 -3.172 -0.469
29 C -2.322 0.837 1.050
30 C 0.371 -1.323 4.401
31 C -1.454 3.404 -1.610
32 C 2.011 -2.350 -3.983
33 C 0.840 3.167 0.211
34 C -3.832 3.217 -1.454
35 C 3.333 1.565 5.610
36 C 0.945 5.616 0.297
37 C -0.998 -0.145 2.735
38 C -0.616 -2.432 -2.409
39 C -1.819 -2.733 -0.255
40 C -2.395 -0.519 4.716
41 C -3.689 2.243 -0.431
42 C 1.909 1.683 3.683
43 C 0.257 -2.186 2.126
44 C -2.741 3.780 -2.037
45 C -0.948 4.485 1.325
46 C 4.084 0.607 4.944
47 C 1.423 -1.948 -5.187
48 C 2.955 -2.261 -0.112
49 C -4.856 1.639 0.095
50 C -1.271 2.495 -0.603
51 C 3.651 -2.997 0.842
52 C 2.983 3.726 1.256
53 C -4.756 0.654 1.028
54 C 1.231 -0.100 -1.983
55 C -3.493 0.248 1.485
56 C 2.930 2.231 -0.672
57 C 3.453 -4.365 0.942
58 C 3.860 -3.256 -5.268
59 C -2.432 -0.957 -1.756
60 C -2.132 1.742 3.872
61 H 0.218 6.227 -0.248
62 H -1.152 -3.598 -0.248
63 H -3.429 -0.581 2.178
64 H 3.992 -4.939 1.686
65 H -3.476 -0.362 4.628
66 H 1.194 -4.777 -1.537
67 H 1.444 -1.490 4.318
68 H 2.396 2.117 -1.609
69 H -2.882 -0.480 -0.887
70 H -1.029 -2.070 -3.357
71 H 3.614 4.522 0.849
72 H -3.188 1.860 3.605
73 H -1.703 4.930 0.669
74 H 1.557 -1.876 -7.327
75 H -0.829 5.115 2.211
76 H -2.966 -3.855 -2.483
77 H 3.723 -3.333 -3.135
78 H 2.403 -6.071 0.161
79 H 4.814 -3.767 -5.295
80 H -2.851 4.505 -2.833
81 H 1.271 6.176 1.178
82 H -2.105 -0.326 5.752
83 H -2.180 -1.559 4.481
84 H -3.289 -1.790 -3.586
85 H 3.736 -3.044 -7.400
86 H -4.647 -3.558 -2.105
87 H 0.208 -0.423 4.985
88 H 3.894 2.703 -0.871
89 H -0.074 -2.177 4.920
90 H -4.458 -1.223 -2.412
91 H -3.949 -2.480 0.052
92 H 2.286 0.183 -2.042
93 H 3.624 2.964 1.701
94 H -4.832 3.481 -1.773
95 H 1.804 5.443 -0.345
96 H -2.020 -0.157 -2.375
97 H -1.522 2.342 3.215
98 H -1.981 2.103 4.893
99 H -1.736 -2.258 0.724
100 H -0.577 3.832 -2.082
101 H -3.435 -4.156 -0.021
102 H 0.165 -1.845 1.098
103 H -5.642 0.161 1.408
104 H 1.310 -2.399 2.293
105 H 2.343 4.134 2.030
106 H -0.328 -3.102 2.249
107 H 3.107 -1.188 -0.142
108 H 3.085 1.255 -0.208
109 H -1.296 3.511 1.638
110 H -0.756 -3.517 -2.429
111 H -5.820 1.958 -0.281
112 H 0.714 0.466 -2.770
113 H 0.471 -1.425 -5.176
114 H 4.329 -2.489 1.513

Atom charges from the Mulliken analysis, given in e for atoms 1 to 2: Pt 2.5384; Si -0.8988

---

Entry 6:
Below is a structure of composition C6H14NO at a distorted geometry, with properties calculated with ωB97M-V/def2-TZVPD.

Summary:
net charge = -1
frontier orbital gap = 7.0 eV
molar mass = 116.18 g/mol
E_LUMO = 4.08 eV

Geometry (Å):
1 O -1.853 0.773 -1.384
2 N 0.336 -0.254 1.625
3 C 1.285 0.230 -0.929
4 C 0.546 -1.090 -0.698
5 C 0.511 -1.418 0.769
6 C -1.296 0.260 0.965
7 C 2.647 0.378 -0.182
8 C -2.137 1.042 -0.085
9 H 1.322 0.384 -2.025
10 H 1.533 -1.826 0.969
11 H 1.048 -1.936 -1.231
12 H -0.246 0.744 0.925
13 H 2.270 0.255 0.836
14 H 0.615 1.038 -0.640
15 H 2.793 1.401 -0.369
16 H 3.301 -0.291 -0.638
17 H -0.531 -1.101 -0.974
18 H -2.053 2.159 0.137
19 H -1.613 -0.824 0.854
20 H -1.759 0.582 1.877
21 H -0.327 -2.274 0.706
22 H -3.208 0.877 0.223

Atom charges from the Mulliken analysis, given in e for atoms 1 to 2: O -0.8056; N -0.5973